Formula: CH4N2O3
Source: the OMol25 dataset
Level of theory: ωB97M-V with the def2-TZVPD basis set

Relative energy (zero: lowest compared OMol25 entry of this formula, charge and spin): 309.5 kJ/mol
E: -10219.219 eV
Structure (SMILES): N[N@@+]1(O)O[C@@H]1[O-]
Kohn-Sham gap: 10.90 eV
Multiplicity: 1

Each line ends with the Löwdin charge.
CARTESIAN COORDINATES (ANGSTROEM)
C -0.81 -1.10 -0.40  -0.427
N 1.12 0.86 -0.52  0.132
N 0.00 0.26 -0.02  -0.363
O -1.09 0.27 -0.86  0.047
O -0.30 0.71 1.23  0.074
O -1.40 -1.47 0.54  0.064
H -0.12 -1.52 -1.16  0.162
H 1.45 1.72 -0.10  0.098
H 1.95 0.26 -0.38  0.116
H -0.79 0.00 1.66  0.097